i:
102
Properties=species:S:1:pos:R:3 method="wB97M-V/def2-TZVPD" orbital_gap_ev=9.93 spin_multiplicity=1 lumo_ev=0.32 homo_energy_ev=-9.61
C -20.89 6.54 8.32
O -20.12 5.37 8.49
H -21.58 6.55 7.47
H -21.47 6.74 9.23
H -20.28 7.42 8.15
H -20.61 4.80 9.09
C -26.05 -5.61 10.74
O -27.30 -5.92 10.13
H -25.35 -6.28 10.25
H -25.68 -4.61 10.55
H -26.08 -5.83 11.81
H -27.15 -6.32 9.27
C -22.90 3.47 5.68
O -24.32 3.29 5.99
H -22.61 4.47 6.01
H -22.23 2.72 6.09
H -22.86 3.37 4.59
H -24.48 4.14 6.42
C -26.74 2.16 3.67
O -26.59 1.13 4.58
H -27.60 2.71 4.06
H -25.89 2.84 3.60
H -26.99 1.80 2.67
H -25.69 1.09 4.92
C -27.03 5.33 6.48
O -28.39 4.91 6.36
H -26.56 5.64 5.55
H -26.95 6.15 7.20
H -26.46 4.54 6.98
H -28.66 4.45 7.16
C -23.07 -3.39 12.73
O -23.12 -4.63 12.01
H -22.19 -3.37 13.38
H -22.93 -2.61 11.98
H -23.99 -3.21 13.29
H -23.14 -5.34 12.65
C -22.29 3.64 11.46
O -21.40 3.43 10.25
H -22.12 2.80 12.13
H -22.32 4.59 12.00
H -23.31 3.55 11.08
H -21.46 2.49 10.07
C -23.94 -3.94 5.39
O -23.82 -5.31 5.67
H -24.67 -3.73 4.61
H -24.29 -3.43 6.29
H -23.00 -3.48 5.08
H -24.16 -5.87 4.96
C -23.26 -0.28 6.02
O -24.21 0.64 6.71
H -23.02 0.10 5.03
H -22.32 -0.34 6.56
H -23.83 -1.21 6.01
H -24.24 1.49 6.26
C -22.25 -6.38 8.40
O -23.64 -6.60 8.07
H -21.66 -6.97 7.70
H -22.07 -5.31 8.32
H -22.02 -6.79 9.39
H -23.72 -6.14 7.23
C -20.02 -5.41 11.61
O -20.76 -4.84 10.60
H -20.65 -6.17 12.07
H -19.13 -5.96 11.31
H -19.87 -4.68 12.40
H -21.67 -4.68 10.87
C -22.44 0.10 9.81
O -23.35 1.10 9.51
H -21.75 0.00 8.96
H -21.96 0.40 10.74
H -22.92 -0.86 9.99
H -23.73 1.02 8.63
C -25.49 6.29 10.93
O -26.15 6.83 9.86
H -25.75 5.23 10.80
H -24.41 6.26 10.78
H -25.75 6.71 11.90
H -26.97 6.35 9.81
C -25.45 0.84 12.36
O -25.66 1.72 13.38
H -25.28 1.31 11.39
H -24.59 0.22 12.61
H -26.39 0.28 12.29
H -25.89 1.21 14.16
C -17.89 1.50 9.65
O -17.19 0.81 8.55
H -17.53 1.22 10.63
H -17.61 2.53 9.41
H -18.96 1.36 9.51
H -16.57 1.47 8.22
C -27.62 2.96 9.24
O -29.00 3.05 8.98
H -27.37 3.80 9.88
H -27.45 2.15 9.95
H -26.96 2.93 8.38
H -29.18 2.44 8.26
C -18.72 -2.86 8.67
O -20.08 -2.54 8.85
H -18.24 -2.61 9.62
H -18.68 -3.95 8.74
H -18.15 -2.42 7.85
H -20.25 -3.21 9.51

---

ii:
102
Properties=species:S:1:pos:R:3 method="wB97M-V/def2-TZVPD" orbital_gap_ev=10.12 spin_multiplicity=1 lumo_ev=0.42 homo_energy_ev=-9.69
C 2.69 2.83 1.88
O 4.01 3.39 1.62
H 2.68 1.75 1.65
H 2.41 3.05 2.91
H 1.96 3.34 1.22
H 4.35 3.80 2.41
C -3.76 -3.76 -0.10
O -3.41 -2.75 0.86
H -3.23 -3.46 -1.00
H -3.32 -4.76 0.08
H -4.84 -3.91 -0.25
H -3.98 -2.85 1.58
C -1.29 4.39 2.88
O -2.45 3.66 2.50
H -1.31 4.57 3.96
H -0.46 3.71 2.62
H -1.14 5.29 2.26
H -3.21 4.01 2.97
C -3.61 -0.87 4.20
O -4.96 -0.53 3.74
H -3.58 -1.87 4.59
H -2.94 -0.79 3.34
H -3.19 -0.19 4.90
H -5.56 -0.73 4.47
C -1.76 2.74 -0.93
O -0.88 2.49 -2.01
H -1.45 2.22 0.03
H -1.83 3.81 -0.76
H -2.69 2.36 -1.29
H -0.12 3.03 -1.83
C 4.53 -0.43 -1.39
O 4.54 0.99 -1.30
H 4.06 -0.92 -0.55
H 3.98 -0.75 -2.26
H 5.57 -0.77 -1.53
H 4.54 1.17 -0.36
C -3.08 -0.98 -2.78
O -1.86 -1.67 -2.96
H -3.24 -0.63 -1.76
H -3.21 -0.11 -3.46
H -3.88 -1.65 -3.04
H -1.14 -1.15 -3.38
C 2.23 -3.36 -4.50
O 1.56 -2.66 -3.47
H 2.26 -4.45 -4.26
H 1.77 -3.17 -5.47
H 3.26 -2.99 -4.67
H 1.01 -3.24 -2.91
C 4.78 -3.82 3.41
O 4.67 -2.86 4.39
H 5.26 -3.49 2.47
H 5.43 -4.68 3.65
H 3.74 -4.13 3.15
H 5.57 -2.52 4.50
C 0.98 0.71 -4.41
O 0.32 -0.41 -3.87
H 0.29 1.54 -4.42
H 1.82 1.04 -3.78
H 1.35 0.44 -5.42
H 0.94 -1.09 -3.56
C -0.16 -3.00 -0.66
O -0.23 -3.79 -1.86
H -1.14 -2.88 -0.24
H 0.43 -3.54 0.12
H 0.42 -2.10 -0.93
H -0.92 -3.41 -2.43
C -3.12 0.45 1.22
O -1.92 -0.40 1.40
H -2.86 1.39 1.71
H -3.28 0.63 0.16
H -3.99 0.04 1.70
H -2.21 -1.34 1.28
C 2.32 -0.67 3.38
O 1.94 -1.32 2.14
H 3.23 -0.07 3.23
H 1.55 0.07 3.70
H 2.36 -1.49 4.13
H 1.37 -0.66 1.66
C -3.33 3.30 -4.58
O -2.00 3.65 -4.30
H -4.15 4.01 -4.31
H -3.44 3.09 -5.69
H -3.58 2.40 -4.06
H -1.68 3.25 -3.46
C -0.85 -3.39 3.42
O 0.44 -3.85 2.91
H -0.69 -2.57 4.19
H -1.41 -2.88 2.65
H -1.40 -4.23 3.90
H 0.98 -3.04 2.76
C 2.10 5.13 -1.06
O 0.66 5.00 -1.12
H 2.58 4.80 -1.98
H 2.37 6.05 -0.62
H 2.50 4.44 -0.37
H 0.30 5.56 -1.80
C 1.19 0.62 -0.41
O 0.63 0.75 0.93
H 1.63 1.59 -0.60
H 1.99 -0.14 -0.47
H 0.44 0.42 -1.18
H -0.19 0.20 1.01

---

Here are the energies relative to the best structure, in kJ/mol: i 226.2; ii 0.0.

---

i:
82
Properties=species:S:1:pos:R:3 method="wB97M-V/def2-TZVPD" orbital_gap_ev=7.59 spin_multiplicity=1 lumo_ev=2.16 homo_energy_ev=-5.43 total_charge=-1
Na -0.88 1.20 1.12
O -1.24 -3.30 3.94
C -1.68 -2.11 3.43
O -2.66 -2.04 2.75
C -0.87 -0.94 3.94
C 0.00 -1.12 5.00
C 0.66 0.00 5.51
C 0.39 1.22 4.95
C -0.48 1.31 3.87
N -1.08 0.23 3.34
C -0.78 2.73 3.28
O -0.29 3.66 3.92
O -1.48 2.76 2.23
H -1.87 -3.95 3.59
H 0.15 -2.11 5.41
H 1.35 -0.11 6.33
H 0.83 2.14 5.31
C -1.82 3.25 -1.02
As -2.96 1.71 -0.52
C -4.69 2.52 -0.85
C -2.81 0.70 -2.23
C -2.86 1.37 -3.45
C -2.70 0.69 -4.66
C -2.50 -0.68 -4.65
C -2.46 -1.37 -3.44
C -2.62 -0.70 -2.23
As -2.52 -1.66 -0.50
C -2.63 -3.50 -1.14
C -4.47 -1.59 -0.09
H -2.30 3.86 -1.78
H -0.87 2.86 -1.39
H -1.64 3.83 -0.11
H -4.72 2.95 -1.85
H -4.85 3.31 -0.11
H -5.47 1.78 -0.74
H -3.00 2.44 -3.47
H -2.73 1.23 -5.60
H -2.36 -1.22 -5.58
H -2.29 -2.44 -3.45
H -1.70 -3.79 -1.64
H -3.47 -3.65 -1.82
H -2.75 -4.12 -0.26
H -5.06 -1.78 -0.99
H -4.74 -0.62 0.32
H -4.68 -2.35 0.67
C 3.49 -1.24 -2.36
C 2.02 -0.82 -2.21
C 1.14 -2.09 -2.24
C 1.59 0.08 -3.38
Si 1.62 0.06 -0.56
O 0.06 0.35 -0.40
C 2.30 -1.07 0.81
C 1.47 -2.05 1.39
C 1.94 -2.92 2.37
C 3.26 -2.83 2.80
C 4.10 -1.86 2.25
C 3.62 -1.00 1.27
C 2.64 1.68 -0.37
C 3.61 2.19 -1.25
C 4.26 3.40 -1.01
C 3.94 4.15 0.12
C 2.99 3.68 1.01
C 2.36 2.47 0.76
H 3.62 -1.79 -3.30
H 3.81 -1.90 -1.55
H 4.18 -0.40 -2.38
H 1.24 -2.58 -3.23
H 0.09 -1.84 -2.09
H 1.44 -2.81 -1.48
H 1.72 -0.45 -4.33
H 2.17 1.01 -3.44
H 0.53 0.37 -3.29
H 0.43 -2.11 1.06
H 1.27 -3.65 2.80
H 3.62 -3.50 3.57
H 5.12 -1.78 2.60
H 4.29 -0.24 0.87
H 3.87 1.64 -2.15
H 5.00 3.77 -1.71
H 4.44 5.10 0.30
H 2.72 4.25 1.89
H 1.63 2.13 1.49

---

ii:
82
Properties=species:S:1:pos:R:3 method="wB97M-V/def2-TZVPD" orbital_gap_ev=7.41 spin_multiplicity=1 lumo_ev=1.98 homo_energy_ev=-5.43 total_charge=-1
Na 0.18 0.25 0.03
O -4.81 0.13 -1.55
C -3.57 0.01 -0.99
O -3.23 0.69 -0.07
C -2.75 -1.05 -1.66
C -3.27 -1.86 -2.65
C -2.44 -2.83 -3.21
C -1.14 -2.94 -2.76
C -0.71 -2.09 -1.74
N -1.50 -1.16 -1.20
C 0.74 -2.22 -1.21
O 1.53 -2.78 -1.99
O 0.95 -1.74 -0.06
H -5.25 0.83 -1.06
H -4.29 -1.74 -2.97
H -2.81 -3.48 -3.99
H -0.43 -3.64 -3.16
C -2.73 -2.68 2.62
As -1.33 -1.30 2.45
C -1.90 -0.23 4.00
C 0.16 -2.22 3.33
C 0.01 -3.47 3.94
C 1.09 -4.12 4.53
C 2.34 -3.52 4.52
C 2.50 -2.28 3.93
C 1.43 -1.62 3.33
As 1.66 0.14 2.49
C 3.37 -0.13 1.58
C 2.33 1.08 4.09
H -2.93 -2.94 3.66
H -2.43 -3.57 2.07
H -3.63 -2.28 2.17
H -1.94 -0.84 4.91
H -2.89 0.19 3.80
H -1.20 0.59 4.14
H -0.96 -3.96 3.94
H 0.95 -5.09 4.98
H 3.19 -4.02 4.97
H 3.48 -1.82 3.92
H 3.26 -1.00 0.94
H 4.19 -0.25 2.28
H 3.55 0.75 0.96
H 3.23 0.61 4.47
H 1.56 1.06 4.86
H 2.55 2.11 3.82
C 0.25 3.95 -3.06
C 1.06 4.58 -1.92
C 1.99 5.66 -2.48
C 0.09 5.23 -0.92
Si 1.95 3.15 -1.00
O 0.93 2.15 -0.34
C 3.12 2.25 -2.20
C 4.11 2.85 -3.00
C 4.92 2.10 -3.84
C 4.76 0.72 -3.91
C 3.79 0.10 -3.14
C 2.98 0.86 -2.30
C 3.06 3.94 0.35
C 4.44 4.18 0.23
C 5.17 4.72 1.28
C 4.55 5.04 2.48
C 3.19 4.80 2.63
C 2.46 4.26 1.58
H -0.35 4.72 -3.58
H -0.43 3.19 -2.68
H 0.90 3.48 -3.80
H 1.41 6.48 -2.90
H 2.63 5.26 -3.28
H 2.64 6.07 -1.70
H -0.54 5.98 -1.43
H 0.63 5.75 -0.12
H -0.56 4.48 -0.46
H 4.26 3.93 -2.96
H 5.68 2.59 -4.44
H 5.39 0.13 -4.57
H 3.65 -0.98 -3.18
H 2.24 0.36 -1.70
H 4.95 3.91 -0.69
H 6.24 4.89 1.16
H 5.13 5.46 3.29
H 2.70 5.03 3.57
H 1.40 4.04 1.72

---

Here are the energies relative to the best structure, in kJ/mol: i 40.3; ii 0.0.